[1]
A structure of composition C28H29N4O3PPtSSeTe2 at a distorted geometry, computed with ωB97M-V with the def2-TZVPD basis set.

The expectation value of S² is 2.05. The value obtained for the HOMO energy (spin up / spin down) is -0.187 / -0.253 Eh. The calculation puts the max |F| at 0.0804 Eh/bohr. The total energy is -144911.0840 eV. The energy relative to the best compared isomer or geometry (same formula, charge and spin) comes out at 29.7 kcal/mol. The gap between HOMO and LUMO (spin up / spin down) is 0.17534 / 0.18477 hartree. As for the multiplicity: 3.

```
70
Properties=species:S:1:pos:R:3:mulliken_charge:R:1
Pt 0.654 -0.053 -0.229 2.063
Te 1.107 -2.259 1.275 -0.079
Te 1.461 -2.128 -2.068 0.083
Se 3.072 6.625 -1.965 0.192
S -0.173 -4.628 -3.598 -0.144
P -1.617 0.032 0.341 -0.647
O -2.411 -1.181 1.053 -0.252
O -1.773 1.257 1.324 -0.197
O -2.649 0.252 -0.824 -0.149
N 1.580 1.428 0.718 -0.526
N 1.559 5.788 -2.536 -0.800
N 0.390 1.346 -1.584 -0.224
N 3.189 5.685 -0.421 -0.751
C 2.112 3.772 0.467 0.597
C 2.535 2.648 2.592 -1.372
C 5.961 -2.892 1.316 -0.471
C 5.402 -1.835 2.032 -0.585
C -4.843 -0.562 -1.455 -1.358
C -1.864 -4.921 -1.683 -0.725
C -2.898 3.464 1.476 -1.257
C -2.989 1.986 1.766 -0.214
C 2.156 4.852 -0.435 0.643
C -0.144 1.052 -2.774 -0.085
C -0.104 -3.521 -2.226 0.192
C -1.099 -3.785 -1.290 -0.028
C -0.305 3.438 -3.123 -0.590
C 3.762 -3.481 0.425 -0.512
C 3.195 -2.381 1.133 0.673
C 1.295 4.841 -1.675 0.291
C -2.346 -1.508 2.450 -0.283
C 0.738 2.567 -1.171 0.052
C 2.492 3.826 1.830 -0.727
C 0.338 3.703 -1.899 0.008
C 1.525 2.583 -0.014 0.770
C -0.549 2.108 -3.552 -0.931
C 5.126 -3.721 0.562 -0.474
C -2.110 -3.000 2.608 -1.029
C 4.081 -1.511 1.845 -0.051
C 2.068 1.473 1.993 -0.119
C -1.514 -5.400 -2.904 -0.407
C -3.351 -0.723 -1.693 0.234
H 5.991 -1.106 2.600 0.363
H -3.305 -1.205 2.891 0.358
H -5.288 0.429 -1.631 0.318
H -2.071 3.924 1.996 0.314
H -2.529 -3.560 1.774 0.152
H -2.574 -3.213 3.560 0.454
H -0.569 4.295 -3.735 0.461
H -2.059 -6.191 -3.414 0.370
H 5.438 -4.612 -0.015 0.303
H -0.972 1.943 -4.545 0.445
H -5.097 -0.824 -0.450 0.292
H -5.301 -1.260 -2.173 0.428
H 7.033 -2.937 1.242 0.350
H -2.664 -5.354 -1.103 0.384
H -3.105 -0.439 -2.727 0.340
H -2.971 1.813 2.825 0.276
H -3.045 -1.771 -1.455 -0.014
H -2.814 3.556 0.396 0.272
H -1.214 -3.231 -0.364 0.172
H 3.106 -4.195 -0.086 0.366
H -1.018 -3.183 2.681 0.138
H -0.143 0.013 -3.118 0.166
H 2.102 0.545 2.572 0.692
H -1.580 -0.945 2.983 0.336
H 2.943 4.779 2.180 0.403
H -3.823 3.938 1.756 0.417
H 2.657 2.642 3.677 0.359
H 3.664 -0.604 2.294 -0.056
H -3.853 1.520 1.303 0.333
```



[2]
A structure of composition C42H102AlAsF6N6O9 at a distorted geometry, computed with ωB97M-V with the def2-TZVPD basis set.

The value obtained for the HOMO energy is -0.437 Eh. The total charge is +2. The calculation puts the max |F| at 0.0503 Eh/bohr. The total energy is -156294.9879 eV. The gap between HOMO and LUMO is 0.05306 hartree.

```
167
Properties=species:S:1:pos:R:3:mulliken_charge:R:1
As -10.732 2.776 32.460 2.091
Al -12.456 -1.573 32.268 0.662
F -10.586 2.149 34.063 -0.341
F -11.055 3.499 30.897 -0.598
F -11.389 1.242 31.948 -0.404
F -9.113 2.214 32.057 -0.789
F -9.981 4.252 33.093 -0.533
F -12.327 3.356 32.903 -0.499
O -15.338 -1.710 32.499 0.075
O -8.096 9.989 33.198 -0.381
O -9.432 -0.376 32.818 0.133
O -3.841 2.286 37.050 -0.430
O -16.579 8.984 35.875 -0.479
O -9.698 5.299 29.586 -0.531
O -16.272 2.268 31.209 0.075
O -13.425 -2.504 34.953 -0.268
O -13.134 1.143 36.853 -0.434
N -4.634 2.542 35.923 0.487
N -14.267 0.329 30.279 -0.111
N -15.763 7.997 35.404 0.887
N -8.608 8.981 33.996 0.543
N -14.109 0.600 33.363 1.010
N -11.635 -0.368 34.779 1.362
C -2.548 3.073 34.778 -1.888
C -14.140 8.620 37.106 -1.897
C -6.942 7.475 33.007 -2.127
C -8.202 -1.101 32.762 -0.650
C -6.369 1.202 36.911 -2.294
C -15.605 6.515 37.346 -1.540
C -14.824 7.453 36.391 1.047
C -8.375 7.619 33.517 1.964
C -16.042 1.186 34.714 -1.409
C -13.716 6.724 35.596 0.911
C -6.072 2.528 36.177 2.105
C -16.083 -2.409 31.498 -0.937
C -15.641 5.845 34.196 -2.397
C -11.255 -1.545 35.548 0.456
C -10.030 8.279 35.866 -1.451
C -15.254 0.021 34.171 1.534
C -15.775 8.154 32.955 -1.559
C -9.787 9.337 34.764 1.696
C -14.543 -3.302 35.342 -0.726
C -9.997 6.870 35.299 -0.023
C -10.337 -1.011 36.687 -1.502
C -6.255 3.399 33.702 0.898
C -17.717 7.094 34.136 -1.760
C -4.197 4.973 35.309 -1.469
C -14.148 5.817 34.436 0.552
C -16.129 -0.775 33.230 -1.297
C -17.494 2.980 31.281 -1.046
C -14.213 1.827 30.026 1.676
C -9.493 10.625 35.571 -1.952
C -6.804 2.546 34.831 -0.191
C -15.639 2.335 29.955 -1.389
C -13.436 2.106 28.742 -1.614
C -4.016 3.481 35.007 1.286
C -9.334 7.306 32.318 -1.165
C -11.020 9.626 33.888 -1.334
C -16.185 7.297 34.208 1.963
C -12.519 -2.261 36.005 -0.940
C -12.666 2.441 36.496 -0.449
C -4.708 3.225 33.617 -1.655
C -6.463 3.708 37.126 -1.535
C -8.303 5.037 29.636 -0.291
C -8.607 6.657 34.728 -0.014
H -6.250 7.894 33.737 0.545
H -15.227 0.250 30.614 -0.164
H -10.152 4.700 30.207 0.434
H -16.871 -2.907 32.075 0.295
H -16.544 9.692 35.207 0.401
H -6.367 4.471 33.889 -0.940
H -3.765 1.321 36.971 0.389
H -13.531 8.296 37.955 0.433
H -14.536 1.147 32.621 -0.284
H -13.505 3.190 28.629 0.396
H -7.448 -0.502 33.277 0.075
H -7.034 3.337 37.975 0.491
H -7.789 5.976 29.842 0.221
H -16.183 5.274 34.945 0.249
H -12.835 2.649 35.442 -0.171
H -16.363 1.865 33.924 -0.042
H -10.813 0.115 34.446 -0.555
H -3.512 5.244 36.120 0.371
H -13.802 2.315 30.915 -0.877
H -11.033 8.532 36.229 0.103
H -16.984 0.941 35.224 0.544
H -8.985 7.728 31.380 0.483
H -13.208 1.182 37.813 0.316
H -15.464 -2.760 35.119 0.141
H -5.918 1.007 37.881 0.529
H -12.198 -3.186 36.505 0.529
H -12.379 1.878 28.866 0.336
H -15.851 5.354 33.246 0.805
H -5.544 4.058 37.605 0.396
H -17.330 4.061 31.273 0.276
H -10.721 9.784 32.853 0.338
H -10.850 -0.478 37.486 0.242
H -10.349 7.593 32.574 0.056
H -16.592 -0.158 32.453 0.297
H -16.638 8.713 32.601 0.542
H -18.154 6.156 34.483 0.383
H -10.335 6.054 35.949 0.832
H -16.882 -1.254 33.870 0.574
H -18.071 2.761 30.376 0.424
H -9.273 11.507 34.968 0.412
H -18.089 2.661 32.131 0.302
H -6.858 8.044 32.076 0.537
H -13.772 4.800 34.586 -0.901
H -7.192 10.072 33.547 0.375
H -2.138 3.545 33.887 0.415
H -14.874 5.884 37.857 0.374
H -7.838 6.881 35.467 0.580
H -13.591 6.030 33.519 0.395
H -11.603 10.497 34.185 0.361
H -9.406 6.224 32.191 -0.161
H -13.864 1.536 27.920 0.489
H -13.106 6.270 36.382 0.908
H -15.655 3.394 29.641 0.608
H -11.728 8.793 33.938 0.003
H -16.206 5.817 36.770 0.336
H -13.758 1.256 34.054 -0.893
H -14.951 8.830 33.177 0.300
H -16.237 7.035 38.062 0.382
H -14.522 -3.480 36.417 0.447
H -6.155 0.371 36.234 0.506
H -14.387 -0.044 29.335 0.356
H -8.002 4.524 28.719 0.313
H -3.839 5.619 34.504 0.399
H -9.455 8.290 36.793 0.432
H -16.215 1.923 29.110 0.357
H -8.497 5.702 34.214 -0.781
H -7.447 1.109 37.072 0.429
H -5.199 5.312 35.546 0.220
H -1.971 3.422 35.634 0.391
H -8.051 4.303 30.414 -0.085
H -14.807 9.330 37.596 0.509
H -12.160 0.298 35.342 -0.680
H -7.802 2.924 35.081 0.141
H -8.605 10.461 36.184 0.496
H -14.501 -4.220 34.758 0.225
H -13.207 3.230 37.038 0.355
H -2.488 1.993 34.663 0.426
H -16.584 -1.699 30.830 0.320
H -14.835 -0.639 34.927 -0.200
H -9.190 0.545 32.644 0.116
H -7.965 -1.372 31.731 0.269
H -4.300 3.994 32.955 0.538
H -13.053 7.499 35.204 -1.648
H -6.863 4.604 36.656 0.051
H -6.978 1.543 34.438 -0.532
H -10.627 -2.244 34.993 0.334
H -15.405 -3.079 30.983 0.278
H -8.260 -2.058 33.287 0.283
H -15.485 7.443 32.182 0.330
H -6.743 6.478 32.618 0.220
H -18.087 7.267 33.125 0.435
H -10.373 10.847 36.170 0.461
H -18.327 7.802 34.707 0.406
H -13.474 9.193 36.460 0.312
H -4.297 2.330 33.146 0.306
H -15.499 1.722 35.498 0.267
H -6.771 3.272 32.751 0.526
H -9.536 -0.393 36.275 0.219
H -11.627 2.593 36.807 0.362
H -13.044 -1.735 36.815 0.389
H -9.732 -1.797 37.161 0.519
H -10.813 6.719 34.580 -0.371
```